Entry 1:
This record from OMol25 describes 2 unconnected molecules or ions with the total composition CH3BrO2 in a non-equilibrium geometry. The level of theory is ωB97M-V/def2-TZVPD.

```
7
Properties=species:S:1:pos:R:3:lowdin_charge:R:1
Br 3.37 0.90 -0.37 0.59
O 1.61 1.66 -0.62 -0.57
O -0.48 0.69 0.81 -0.04
C -1.14 -0.19 0.35 -0.15
H -2.29 0.02 0.06 0.12
H -0.56 -1.10 0.16 0.07
H 1.50 2.18 0.17 -0.03
```

## Properties
- spin multiplicity = 1
- molecular weight (g/mol) = 126.94
- Kohn-Sham gap (eV) = 9.2969
- F_max (eV Å⁻¹) = 2.66
- total energy (eV) = -75220.1802
- structure (SMILES) = C=O.OBr
- ΔE to the lowest compared entry with this formula, charge and spin (eV) = 2.7113

---

Entry 2:
This record from OMol25 describes a molecular structure, C3H2CdLiO3 in a non-equilibrium geometry. The level of theory is ωB97M-V/def2-TZVPD.

```
10
Properties=species:S:1:pos:R:3:lowdin_charge:R:1
Cd -3.77 1.70 1.21 0.25
O -0.26 0.78 0.87 -0.14
O -2.38 0.35 0.38 -0.50
O 1.95 -0.84 -1.34 -0.37
C 1.49 -0.40 -0.21 -0.44
C -1.56 1.10 0.97 -0.60
C 0.17 -0.34 0.14 -0.15
Li 3.07 -0.45 -2.58 0.74
H 1.89 -0.87 0.77 0.12
H -0.59 -1.04 -0.22 0.10
```

## Properties
- charge = -1
- spin multiplicity = 1
- molecular weight (g/mol) = 205.40
- Kohn-Sham gap (eV) = 2.2524
- F_max (eV Å⁻¹) = 3.49
- total energy (eV) = -14050.8566

---

Entry 3:
This record from OMol25 describes 2 unconnected molecules or ions with the total composition C5H17N2O in a non-equilibrium geometry. The level of theory is ωB97M-V/def2-TZVPD.

```
25
Properties=species:S:1:pos:R:3:lowdin_spin:R:1
O -0.78 -2.86 1.57 0.00
N 0.68 -0.96 -0.29 0.01
N 1.90 0.36 -2.33 0.69
C -0.70 1.52 1.12 0.00
C -0.22 -0.03 -1.09 0.08
C 0.65 0.99 -1.98 0.11
C -1.20 0.75 -0.16 0.02
C -0.11 0.56 2.16 0.00
H -0.69 -0.41 2.16 0.00
H -0.25 0.96 3.16 0.00
H 1.93 -0.30 -3.11 0.02
H -1.60 1.98 1.53 0.00
H 1.32 -0.43 0.31 0.00
H 0.08 -1.70 0.13 0.00
H -0.89 -3.06 2.50 0.00
H 2.69 1.00 -2.33 0.02
H 0.81 1.85 -1.33 0.00
H -1.26 -3.45 0.97 0.00
H 0.00 2.27 0.73 0.00
H -1.95 0.01 0.14 0.01
H -0.96 -0.67 -1.59 0.00
H 0.01 1.26 -2.81 0.05
H 0.96 0.34 2.16 0.00
H 1.33 -1.48 -0.89 0.00
H -1.76 1.50 -0.73 0.00
```

## Properties
- charge = +2
- spin multiplicity = 2
- molecular weight (g/mol) = 121.20
- expectation value of S² = 0.755
- Kohn-Sham gap (alpha / beta) (eV) = 11.1262 / 5.1799
- F_max (eV Å⁻¹) = 3.19
- total energy (eV) = -10468.6498
- ΔE to the lowest compared entry with this formula, charge and spin (eV) = 2.1607

---

Entry 4:
This record from OMol25 describes a single C6H10O molecule in a non-equilibrium geometry. The level of theory is ωB97M-V/def2-TZVPD.

```
17
Properties=species:S:1:pos:R:3:lowdin_charge:R:1
O -2.83 -0.82 0.78 0.04
C -0.03 0.50 -1.50 -0.04
C 0.85 -1.11 0.29 -0.05
C -0.49 -0.68 0.82 -0.20
C -1.77 -1.22 0.32 -0.22
C 0.32 0.27 -0.06 -0.49
C 0.88 1.48 0.64 -0.04
H 0.89 -1.86 -0.49 0.11
H -0.80 1.27 -1.60 0.09
H 0.25 2.36 0.43 0.09
H 0.86 0.83 -2.06 0.09
H -1.73 -1.99 -0.46 0.13
H -0.51 -0.49 1.89 0.15
H 1.90 1.70 0.29 0.09
H 0.91 1.36 1.72 0.08
H 1.69 -1.17 0.98 0.11
H -0.40 -0.41 -1.99 0.08
```

## Properties
- spin multiplicity = 1
- molecular weight (g/mol) = 98.14
- Kohn-Sham gap (eV) = 10.5916
- F_max (eV Å⁻¹) = 1.67
- total energy (eV) = -8430.6018
- structure (SMILES) = CC1(C)C[C@@H]1C=O
- ΔE to the lowest compared entry with this formula, charge and spin (eV) = 0.6386

---

Entry 5:
This record from OMol25 describes 13 unconnected molecules or ions with the total composition C15H56N4O13 in a non-equilibrium geometry. The level of theory is ωB97M-V/def2-TZVPD.

```
88
Properties=species:S:1:pos:R:3:lowdin_charge:R:1
O -0.74 3.12 -1.85 -0.12
O 1.53 -3.67 -0.49 -0.12
O -2.51 0.39 -1.23 -0.02
O 1.92 -0.18 -3.54 -0.11
O 4.18 -0.75 -2.41 -0.12
O -0.15 0.65 0.34 -0.15
O -4.11 -2.41 -0.09 -0.05
O 1.97 1.40 -1.19 -0.14
O -2.44 5.25 -0.81 -0.09
O -0.97 0.69 3.35 -0.11
O -2.17 -5.06 2.14 -0.12
O 4.07 -0.47 3.63 -0.06
O -0.29 4.57 1.87 -0.10
N -4.44 1.03 -0.09 0.16
N -3.86 4.32 0.91 0.11
N -2.21 3.26 0.55 0.12
N -2.86 0.45 0.99 0.12
C -0.16 -1.48 -3.66 -0.06
C 3.42 -0.65 2.43 -0.19
C 2.23 -3.55 0.73 -0.15
C 4.05 -1.15 -1.06 -0.14
C -1.40 -4.14 2.91 -0.17
C 3.02 2.01 -0.47 -0.13
C -2.83 4.35 0.17 -0.64
C 0.09 1.60 3.11 -0.15
C -0.44 2.13 -2.80 -0.17
C 0.97 4.24 1.28 -0.11
C 1.31 -1.47 -3.35 -0.29
C -2.88 -2.99 -0.22 -0.35
C 0.06 -0.69 0.21 -0.15
C -2.32 -2.94 -1.62 -0.06
C -3.32 0.44 -0.22 -0.72
H 1.75 -2.18 -4.02 0.11
H -1.50 -3.59 -1.68 0.05
H 0.57 1.07 -0.16 0.05
H -2.20 -2.69 0.54 0.06
H -3.12 -0.39 1.63 0.16
H -1.22 1.95 -3.55 0.10
H -1.84 0.38 0.96 0.04
H -0.21 5.39 2.32 0.08
H -0.48 -0.13 3.18 0.07
H -1.93 -1.90 -1.87 0.06
H 3.46 -0.14 4.25 0.07
H -1.63 2.92 -0.22 0.08
H 3.15 -0.82 -0.56 0.07
H 2.23 1.34 -2.14 0.09
H 1.37 4.96 0.70 0.06
H -0.46 2.31 2.52 0.06
H 2.91 1.79 0.62 0.08
H -1.39 3.71 1.02 0.07
H -0.82 -0.83 -3.11 0.05
H 4.96 -0.82 -0.65 0.07
H -0.48 -2.47 -3.38 0.06
H -4.80 1.50 -0.90 0.11
H 0.39 1.95 4.07 0.08
H 1.06 -0.84 0.71 0.08
H 0.09 -0.87 -0.80 0.05
H 4.02 -1.03 1.62 0.06
H 2.88 -0.24 -3.37 0.04
H -0.64 -1.41 0.66 0.08
H 2.96 -4.32 0.76 0.07
H -0.53 -4.61 3.27 0.06
H 1.81 3.84 1.89 0.10
H 4.90 -0.06 -2.44 0.13
H -4.76 -2.78 -0.67 0.09
H -0.24 -1.46 -4.71 0.07
H 3.99 1.62 -0.68 0.06
H 4.15 -2.22 -0.94 0.08
H -1.52 -5.26 1.43 0.09
H 2.18 -3.91 -1.17 0.08
H -5.11 0.49 0.46 0.14
H 3.00 3.08 -0.63 0.09
H -3.01 -4.04 0.06 0.10
H 2.65 -2.60 0.83 0.00
H -3.07 -3.30 -2.29 0.08
H 0.94 1.24 2.55 0.05
H 2.92 0.30 2.14 0.07
H 1.47 -1.83 -2.34 0.08
H -1.09 -3.25 2.39 0.05
H -3.78 5.13 1.59 0.15
H 2.62 -1.35 2.45 0.05
H 0.41 2.42 -3.38 0.07
H -2.01 -3.75 3.76 0.10
H -1.09 3.79 -2.45 0.09
H -0.30 1.15 -2.32 0.05
H 0.72 3.42 0.68 0.04
H 1.53 -3.77 1.58 0.10
H -4.59 4.80 0.33 0.12
```

## Properties
- spin multiplicity = 1
- molecular weight (g/mol) = 500.63
- Kohn-Sham gap (eV) = 8.0161
- F_max (eV Å⁻¹) = 11.11
- total energy (eV) = -49030.1983
- ΔE to the lowest compared entry with this formula, charge and spin (eV) = 5.2888

---

Entry 6:
This record from OMol25 describes a single C4H7NO2 molecule. The level of theory is ωB97M-V/def2-TZVPD.

```
14
Properties=species:S:1:pos:R:3:lowdin_charge:R:1
O -2.03 0.42 0.44 -0.10
O 1.87 1.78 0.23 0.04
N 2.36 -0.11 -0.94 0.14
C -0.90 1.06 0.10 -0.12
C -1.83 -0.96 0.81 -0.06
C 0.08 0.42 -0.54 -0.04
C 1.49 0.80 -0.39 -0.56
H -1.45 -0.99 1.84 0.10
H 3.33 0.00 -0.67 0.10
H 2.05 -1.05 -1.14 0.09
H -0.17 -0.51 -1.04 0.10
H -0.85 2.11 0.38 0.14
H -2.81 -1.43 0.73 0.09
H -1.13 -1.54 0.20 0.07
```

## Properties
- spin multiplicity = 1
- molecular weight (g/mol) = 101.10
- Kohn-Sham gap (eV) = 9.8579
- F_max (eV Å⁻¹) = 0.53
- total energy (eV) = -9845.5669
- structure (SMILES) = CO/C=C/C(N)=O
- ΔE to the lowest compared entry with this formula, charge and spin (eV) = 1.7128

---

Entry 7:
This record from OMol25 describes 3 unconnected molecules or ions with the total composition C2H11NO2S2 in a non-equilibrium geometry. The level of theory is ωB97M-V/def2-TZVPD.

```
18
Properties=species:S:1:pos:R:3:lowdin_charge:R:1
S 1.07 0.06 3.19 0.29
S -0.70 -0.58 2.36 0.43
O 1.30 1.83 -1.02 -0.06
O 1.35 -2.01 -1.81 -0.05
N -1.89 1.41 0.15 -0.01
C -1.59 0.01 -0.16 -0.34
C -0.35 -0.50 0.57 -0.56
H -1.21 1.99 -0.32 0.05
H -2.84 1.65 -0.12 0.06
H -2.42 -0.62 0.03 0.10
H 0.90 -2.42 -2.57 0.05
H -1.28 -0.01 -1.22 0.11
H 2.23 -2.33 -2.01 0.03
H 0.95 1.91 -0.12 0.02
H -0.15 -1.51 0.28 0.04
H 2.22 2.07 -0.82 0.05
H 0.55 0.07 0.45 0.02
H 1.86 -1.02 3.15 -0.21
```

## Properties
- spin multiplicity = 1
- molecular weight (g/mol) = 145.25
- Kohn-Sham gap (eV) = 9.1516
- F_max (eV Å⁻¹) = 2.36
- total energy (eV) = -29507.5966
- structure (SMILES) = NCCSS.O.O
- ΔE to the lowest compared entry with this formula, charge and spin (eV) = 0.5602

---

Entry 8:
This record from OMol25 describes a gas-phase ion, C5H7N2O3 (charge +1) in a non-equilibrium geometry. The level of theory is ωB97M-V/def2-TZVPD.

```
17
Properties=species:S:1:pos:R:3:lowdin_charge:R:1
O -2.73 1.71 -0.03 0.16
O -1.28 -1.98 -0.83 0.20
O -3.22 -0.28 0.50 0.21
N -0.30 1.13 -0.50 0.20
N -2.49 0.57 0.12 -0.35
C 0.84 -1.50 0.28 -0.06
C 1.46 -0.15 0.61 -0.13
C -0.54 -1.23 -0.21 -0.28
C -1.04 0.19 -0.05 0.02
C 1.17 0.93 -0.46 -0.07
H -0.65 2.09 -0.86 0.24
H 1.59 1.81 -0.21 0.10
H 0.96 0.39 1.42 0.14
H 1.57 0.67 -1.41 0.14
H 0.77 -2.07 1.30 0.19
H 2.50 -0.12 0.78 0.12
H 1.36 -2.16 -0.45 0.16
```

## Properties
- charge = +1
- spin multiplicity = 1
- molecular weight (g/mol) = 143.12
- Kohn-Sham gap (eV) = 8.8196
- F_max (eV Å⁻¹) = 3.47
- total energy (eV) = -14408.9971
- structure (SMILES) = O=C1CCC[NH+]=C1[N+](=O)[O-]
- ΔE to the lowest compared entry with this formula, charge and spin (eV) = 4.7230

---

Entry 9:
This record from OMol25 describes 2 unconnected molecules or ions with the total composition H2NO2S in a non-equilibrium geometry. The level of theory is ωB97M-V/def2-TZVPD.

```
6
Properties=species:S:1:pos:R:3:lowdin_spin:R:1
S 0.33 -0.38 -1.60 0.68
O 1.47 -0.54 -2.65 0.33
O -1.21 0.30 1.53 0.04
N 0.63 0.19 -0.28 0.94
H -0.51 0.21 0.61 0.01
H -0.70 0.21 2.39 0.00
```

## Properties
- charge = -1
- spin multiplicity = 3
- molecular weight (g/mol) = 80.09
- expectation value of S² = 2.015
- Kohn-Sham gap (alpha / beta) (eV) = 6.0228 / 7.3897
- F_max (eV Å⁻¹) = 5.78
- total energy (eV) = -16450.1851
- ΔE to the lowest compared entry with this formula, charge and spin (eV) = 0.0000